ORCA calculation (the ωB97M-V functional and the def2-TZVPD basis) on one molecule with the formula C6H9N.

Energy above the lowest of the compared OMol25 structures with the same formula, charge and spin = 0.893 eV
E = -7857.2665 eV
SMILES string = CCc1cc[nH]c1
E_HOMO = -8.11 eV
Kohn-Sham gap = 0.339 hartree
Strongest force on any atom = 0.0257 hartree/bohr
Total charge = 0

Element x y z (Å)
C  0.3419  -0.6696  2.4788
C  1.1817  -0.0951  1.3161
C  0.3626  0.1019  0.0704
C  -0.3808  1.1876  -0.3084
N  -0.9909  0.8841  -1.5128
C  -0.7465  -0.4290  -1.8338
C  0.1222  -0.9220  -0.8947
H  -0.6662  -0.9761  2.2276
H  0.3340  0.0428  3.3002
H  0.8983  -1.4907  2.9351
H  1.9258  -0.8381  1.0434
H  1.6430  0.8290  1.6441
H  -0.7679  2.0166  0.2559
H  -1.3704  1.5863  -2.1292
H  -1.4397  -0.9322  -2.4857
H  0.2730  -1.9887  -0.8766

Cartesian forces, eV/Å:
C 1.082 0.099 0.751
C -1.071 -0.496 -0.295
C 0.113 -0.105 0.264
C -0.089 -0.309 -0.640
N -0.348 -0.008 0.464
C -0.096 0.738 0.401
C -1.044 -0.245 -0.573
H -0.034 -0.024 -0.140
H -0.511 0.298 -0.012
H -0.293 -0.368 -0.178
H 0.415 0.213 0.130
H 0.283 0.064 -0.153
H 0.660 0.507 -0.038
H -0.271 -0.288 0.194
H 0.527 -0.082 -0.587
H 0.675 0.004 0.412